No. 1
Entry from the Open Molecules 2025 dataset: a structure of composition C42H44BClInN4O2PS4 at a distorted geometry (ωB97M-V/def2-TZVPD).

Structure (ORCA input):
```
! RIJCOSX wB97M-V def2-TZVPD def2/J DEFGRID3
* xyz -2 1
In -7.457 19.407 15.221
B -7.075 21.355 19.352
N -5.981 20.653 18.576
C -4.796 20.236 19.107
C -3.986 19.745 18.085
C -4.777 19.887 16.912
N -5.981 20.442 17.212
N -8.140 21.946 18.440
C -8.517 23.214 18.365
C -9.723 23.323 17.627
C -10.052 22.028 17.265
N -9.090 21.176 17.751
H -7.576 20.578 20.157
H -6.576 22.308 19.949
H -4.626 20.321 20.173
H -2.982 19.340 18.152
H -4.514 19.629 15.894
H -7.917 23.998 18.814
H -10.290 24.220 17.416
H -10.903 21.661 16.714
O -6.728 21.840 14.513
S -7.370 22.786 15.539
C -8.115 24.091 14.458
C -9.415 23.591 13.877
C -9.149 22.542 12.792
C -10.357 21.756 12.349
S -9.848 20.040 11.853
O -9.280 19.456 13.134
C -8.458 20.505 10.819
C -7.149 20.249 11.212
C -6.105 20.613 10.351
C -6.378 21.226 9.132
C -7.691 21.479 8.760
C -8.745 21.113 9.610
C -5.977 23.755 16.115
C -6.142 24.996 16.728
C -5.008 25.678 17.195
C -3.743 25.116 17.047
C -3.606 23.865 16.462
C -4.724 23.180 15.986
H -7.378 24.303 13.665
H -8.258 25.006 15.056
H -10.003 24.430 13.455
H -10.043 23.182 14.685
H -8.390 21.843 13.168
H -8.666 23.042 11.924
H -10.898 22.224 11.504
H -11.071 21.606 13.177
H -6.958 19.759 12.164
H -5.085 20.402 10.648
H -5.560 21.515 8.474
H -7.922 21.959 7.813
H -9.784 21.272 9.310
H -7.137 25.433 16.854
H -5.145 26.646 17.660
H -2.866 25.661 17.387
H -2.631 23.380 16.353
H -4.649 22.204 15.512
C -8.978 19.842 17.534
H -9.932 19.372 17.265
H -8.291 19.316 18.203
S -4.905 13.834 16.435
P -6.713 14.597 16.239
S -6.979 16.536 15.915
C -7.561 13.632 14.948
C -8.080 14.212 13.801
C -8.592 13.403 12.777
C -8.579 12.016 12.903
C -8.064 11.440 14.061
C -7.553 12.238 15.083
C -7.711 14.201 17.711
C -7.076 13.875 18.901
C -7.828 13.671 20.064
C -9.209 13.806 20.032
C -9.847 14.146 18.841
C -9.099 14.350 17.676
H -8.069 15.297 13.709
H -8.989 13.869 11.880
H -8.955 11.397 12.087
H -8.038 10.353 14.172
H -7.105 11.788 15.975
H -5.985 13.751 18.900
H -7.324 13.413 20.995
H -9.785 13.645 20.945
H -10.933 14.256 18.804
H -9.592 14.638 16.743
Cl 0.357 19.007 9.576
C -1.014 19.045 10.604
C -1.702 17.850 10.931
C -2.832 17.890 11.722
C -3.344 19.121 12.245
C -4.484 19.159 13.023
C -2.609 20.310 11.930
C -1.483 20.270 11.132
H -1.320 16.906 10.537
H -3.361 16.968 11.971
H -5.002 18.238 13.276
H -4.857 20.111 13.394
H -2.955 21.263 12.326
H -0.927 21.181 10.893
*
```

Results
- HOMO: -0.1 eV
- LUMO energy: 3.362 eV
- Orbital gap: 0.127 Eh
- Maximum force: 2.776 eV Å⁻¹


No. 2
Entry from the Open Molecules 2025 dataset: a structure of composition C42H44BrGeO4PtSe at a distorted geometry (ωB97M-V/def2-TZVPD).

Structure (ORCA input):
```
! RIJCOSX wB97M-V def2-TZVPD def2/J DEFGRID3
* xyz -1 1
Pt -0.340 0.581 0.669
C 9.100 -0.330 -0.186
C 7.616 -0.217 -0.005
C 6.895 0.848 -0.522
C 5.536 0.994 -0.293
C 4.811 2.147 -0.916
C 4.856 0.053 0.495
Se 3.054 0.376 1.096
C 5.559 -1.073 0.948
C 4.883 -2.164 1.719
C 6.918 -1.185 0.702
H 9.473 0.421 -0.878
H 9.373 -1.314 -0.565
H 9.606 -0.193 0.769
H 7.411 1.594 -1.109
H 5.486 2.977 -1.112
H 4.002 2.485 -0.269
H 4.373 1.836 -1.867
H 3.828 -2.218 1.458
H 4.957 -1.969 2.790
H 5.357 -3.124 1.508
H 7.454 -2.040 1.092
Br -9.161 0.722 0.527
C -7.338 0.295 0.151
C -6.356 1.203 0.497
C -5.042 0.894 0.202
C -4.712 -0.300 -0.425
C -5.718 -1.199 -0.754
C -7.039 -0.904 -0.467
C -3.242 -0.609 -0.740
O -2.969 -1.179 -1.786
O -2.467 -0.196 0.170
H -6.607 2.135 0.982
H -4.260 1.594 0.456
H -5.459 -2.126 -1.243
H -7.830 -1.592 -0.725
O 1.018 1.571 2.652
C 0.450 0.656 3.272
O -0.144 -0.295 2.700
C 0.397 0.711 4.791
C -0.124 2.084 5.193
Ge -1.752 2.547 4.110
C -2.974 0.992 4.312
C -3.335 0.135 3.286
C -4.176 -0.939 3.524
C -4.634 -1.193 4.804
C -4.246 -0.366 5.847
C -3.436 0.724 5.595
C -2.701 4.026 5.062
C -3.925 4.433 4.547
C -4.643 5.463 5.125
C -4.139 6.108 6.242
C -2.926 5.709 6.777
C -2.216 4.676 6.188
C -1.314 3.296 2.321
C -1.628 2.713 1.122
C -1.064 3.220 -0.180
C -0.562 4.615 -0.053
C -0.326 5.189 1.156
C -0.612 4.513 2.349
H 1.395 0.537 5.200
H -0.277 -0.077 5.134
H 0.647 2.836 5.023
H -0.379 2.081 6.256
H -2.937 0.275 2.294
H -4.462 -1.579 2.701
H -5.284 -2.038 4.992
H -4.576 -0.575 6.856
H -3.148 1.382 6.406
H -4.312 3.924 3.674
H -5.595 5.764 4.707
H -4.693 6.918 6.697
H -2.534 6.205 7.657
H -1.266 4.373 6.608
H -2.382 1.941 1.069
H -1.823 3.148 -0.967
H -0.328 5.134 -0.969
H 0.075 6.194 1.210
H -0.363 4.962 3.302
C -0.940 1.440 -2.711
C 0.344 1.916 -2.023
C 0.916 3.132 -2.770
C 1.370 0.775 -2.094
C 0.117 2.253 -0.545
H -0.716 1.060 -3.707
H -1.667 2.243 -2.819
H -1.400 0.638 -2.136
H 1.280 2.837 -3.753
H 1.740 3.576 -2.217
H 0.146 3.886 -2.905
H 1.662 0.571 -3.125
H 0.954 -0.141 -1.660
H 2.257 1.036 -1.525
H 1.033 2.665 -0.098
*
```

Results
- HOMO (alpha / beta): -3.4 / -3.4 eV
- LUMO energy (alpha / beta): -0.085 / -0.075 eV
- Orbital gap (alpha / beta): 0.122 / 0.123 Eh
- Maximum force: 2.432 eV Å⁻¹


No. 3
Entry from the Open Molecules 2025 dataset: a structure of composition C42H45AsBrClF4N2O5PPbSSi at a distorted geometry (ωB97M-V/def2-TZVPD).

Structure (ORCA input):
```
! RIJCOSX wB97M-V def2-TZVPD def2/J DEFGRID3
* xyz 1 1
Pb -0.489 -0.180 0.262
F 5.361 4.490 0.060
C 4.543 3.513 0.367
C 5.016 2.471 1.179
F 6.170 2.505 1.776
C 4.223 1.384 1.416
F 4.854 0.353 2.027
C 2.861 1.346 1.042
P 1.868 -0.132 1.516
C 2.695 -1.726 1.275
C 2.212 -2.776 2.096
C 2.830 -4.006 1.975
C 3.862 -4.178 1.060
C 4.302 -3.152 0.318
C 3.664 -1.897 0.362
C 1.584 0.046 3.277
C 0.425 -0.519 3.815
C 0.178 -0.513 5.163
C 1.014 0.192 6.013
C 2.136 0.788 5.528
C 2.457 0.704 4.202
C 2.369 2.507 0.394
Br 0.609 2.860 -0.046
C 3.249 3.534 -0.022
F 2.845 4.487 -0.818
H 1.354 -2.680 2.763
H 2.422 -4.786 2.570
H 4.429 -5.156 1.072
H 5.166 -3.229 -0.304
H 4.029 -1.132 -0.337
H -0.243 -0.970 3.108
H -0.748 -0.872 5.572
H 0.753 0.184 7.064
H 2.822 1.178 6.260
H 3.374 1.175 3.843
C 2.909 -3.918 -2.766
N 1.605 -3.262 -2.447
C 0.948 -2.461 -3.441
C 1.180 -3.267 -1.210
O 0.221 -2.647 -0.733
H 2.756 -4.738 -3.436
H 3.412 -4.295 -1.882
H 3.550 -3.157 -3.247
H 0.818 -2.958 -4.392
H 1.433 -1.508 -3.669
H -0.058 -2.077 -3.153
H 1.763 -3.930 -0.540
N -1.098 -0.230 -1.824
C -1.660 0.714 -2.378
C -1.938 0.686 -3.851
C -0.835 0.693 -4.716
C -1.045 0.819 -6.075
C -2.394 0.823 -6.506
C -3.498 0.696 -5.654
C -3.267 0.646 -4.287
C -2.272 1.910 -1.782
C -3.275 1.807 -0.794
C -3.897 2.917 -0.247
C -3.472 4.181 -0.702
C -2.692 4.276 -1.863
C -2.106 3.153 -2.408
H 0.171 0.706 -4.300
H -0.212 0.823 -6.756
H -2.596 0.916 -7.553
H -4.486 0.686 -6.075
H -4.116 0.620 -3.602
H -3.553 0.845 -0.311
H -4.578 2.830 0.617
H -3.893 5.085 -0.321
H -2.521 5.247 -2.314
H -1.557 3.213 -3.362
O 3.919 -0.746 -2.621
Cl 3.119 0.425 -2.414
O 3.921 1.440 -1.819
O 2.512 0.847 -3.662
O 2.087 0.046 -1.388
C -1.305 -4.914 -0.870
As -2.613 -3.427 -0.633
C -4.195 -4.285 0.050
C -2.936 -2.715 -2.387
S -2.231 -2.062 1.017
H -0.754 -4.759 -1.764
H -1.802 -5.854 -1.068
H -0.559 -4.928 -0.073
H -4.450 -5.151 -0.615
H -5.034 -3.625 0.119
H -3.974 -4.663 1.054
H -3.309 -3.548 -2.983
H -2.007 -2.300 -2.797
H -3.684 -1.963 -2.289
C -3.793 3.168 4.290
Si -2.008 3.259 3.700
C -0.892 2.982 5.179
C -1.554 4.767 2.742
C -1.904 1.784 2.575
C -1.608 1.102 1.606
H -4.035 3.799 5.168
H -3.943 2.110 4.413
H -4.547 3.496 3.543
H -0.673 3.955 5.649
H 0.168 2.616 4.932
H -1.337 2.347 5.954
H -1.534 5.653 3.330
H -2.364 4.885 2.025
H -0.622 4.600 2.172
*
```

Results
- HOMO: -11.1 eV
- LUMO energy: -4.159 eV
- Orbital gap: 0.255 Eh
- Maximum force: 3.269 eV Å⁻¹


no.,energy (a.u.)
1,-4605.61987
2,-9099.43414
3,-9003.87342